No. 1
This record from OMol25 describes 2 unconnected molecules or ions with the total composition C3H10N2O in a non-equilibrium geometry. The level of theory is ωB97M-V/def2-TZVPD.

Its energy above the lowest of the compared OMol25 structures with the same formula, charge and spin is 34.8 kcal per mole. Its strongest force on any atom is 1.2 eV/Å. As for the spin multiplicity: 1. The structure (SMILES) is CC/N=C\N.O. Its frontier orbital gap is 9.560 eV. The calculation puts the HOMO energy at -8.56 eV.

Geometry (Å):
1 C -0.17 0.14 -1.68
2 C 0.42 0.86 -0.49
3 N 0.72 -0.10 0.57
4 C 1.46 0.20 1.53
5 N 1.64 1.43 2.13
6 H -0.46 0.89 -2.42
7 H 0.51 -0.59 -2.14
8 H -1.06 -0.42 -1.40
9 H 1.41 1.25 -0.78
10 H -0.16 1.78 -0.29
11 H 2.18 -0.48 1.99
12 H 1.14 2.23 1.78
13 H 2.18 1.44 2.97
14 O -3.23 -2.21 -1.46
15 H -2.47 -2.79 -1.34
16 H -3.89 -2.86 -1.74

***

No. 2
This record from OMol25 describes 2 unconnected molecules or ions with the total composition C3H10N2O in a non-equilibrium geometry. The level of theory is ωB97M-V/def2-TZVPD.

Its energy above the lowest of the compared OMol25 structures with the same formula, charge and spin is 37.0 kcal per mole. Its strongest force on any atom is 1.9 eV/Å. As for the spin multiplicity: 1. The structure (SMILES) is CC=O.NCN. Its frontier orbital gap is 10.078 eV. The calculation puts the HOMO energy at -9.15 eV.

Geometry (Å):
1 C 1.65 2.19 0.01
2 C 1.72 0.70 0.00
3 O 2.18 0.09 0.94
4 H 2.04 2.74 -0.84
5 H 0.71 2.60 0.36
6 H 2.35 2.53 0.78
7 H 1.41 0.09 -0.87
8 N -1.29 -1.66 -1.15
9 C -1.72 -0.98 0.09
10 N -0.80 -1.06 1.19
11 H -2.01 -2.31 -1.44
12 H -1.18 -1.03 -1.94
13 H -2.65 -1.46 0.37
14 H -1.93 0.08 -0.05
15 H -0.55 -1.99 1.49
16 H 0.06 -0.53 1.05

***

No. 3
This record from OMol25 describes 2 unconnected molecules or ions with the total composition C3H10N2O in a non-equilibrium geometry. The level of theory is ωB97M-V/def2-TZVPD.

Its energy above the lowest of the compared OMol25 structures with the same formula, charge and spin is 37.4 kcal per mole. Its strongest force on any atom is 2.4 eV/Å. As for the spin multiplicity: 1. The structure (SMILES) is CC=O.NCN. Its frontier orbital gap is 10.275 eV. The calculation puts the HOMO energy at -9.20 eV.

Geometry (Å):
1 C 0.25 2.50 4.20
2 C 1.59 2.68 4.82
3 O 1.82 3.37 5.77
4 H -0.07 1.54 3.83
5 H -0.02 3.26 3.47
6 H -0.52 2.64 4.96
7 H 2.44 2.31 4.23
8 N -1.65 -3.19 -5.45
9 C -1.42 -2.22 -4.40
10 N -0.21 -2.32 -3.62
11 H -0.77 -3.32 -5.94
12 H -1.88 -4.10 -5.05
13 H -1.38 -1.25 -4.88
14 H -2.28 -2.15 -3.75
15 H -0.08 -3.25 -3.23
16 H 0.66 -2.23 -4.14

***

No. 4
This record from OMol25 describes C3H10N2O in the gas phase. The level of theory is ωB97M-V/def2-TZVPD.

Its energy above the lowest of the compared OMol25 structures with the same formula, charge and spin is 30.1 kcal per mole. Its strongest force on any atom is 0.8 eV/Å. As for the spin multiplicity: 1. The structure (SMILES) is NC[C@@H](N)CO. Its frontier orbital gap is 10.118 eV. The calculation puts the HOMO energy at -9.02 eV.

Geometry (Å):
1 N 0.69 -0.48 1.85
2 C 0.88 -0.78 0.42
3 C 0.18 0.21 -0.51
4 N 0.47 -0.14 -1.89
5 C -1.31 0.25 -0.20
6 O -1.72 1.60 0.13
7 H 1.60 -0.41 2.29
8 H 0.34 0.48 1.94
9 H 0.49 -1.78 0.21
10 H 1.94 -0.77 0.16
11 H 0.56 1.22 -0.29
12 H 0.81 0.60 -2.48
13 H 0.94 -1.01 -2.00
14 H -1.91 -0.10 -1.05
15 H -1.54 -0.38 0.66
16 H -2.44 1.52 0.76

***

No. 5
This record from OMol25 describes 2 unconnected molecules or ions with the total composition C3H10N2O in a non-equilibrium geometry. The level of theory is ωB97M-V/def2-TZVPD.

Its energy above the lowest of the compared OMol25 structures with the same formula, charge and spin is 30.1 kcal per mole. Its strongest force on any atom is 3.0 eV/Å. As for the spin multiplicity: 1. The structure (SMILES) is [H]/N=C/NCC.O. Its frontier orbital gap is 9.562 eV. The calculation puts the HOMO energy at -8.87 eV.

Geometry (Å):
1 H -0.17 -0.58 3.65
2 N 0.39 -0.12 2.95
3 C -0.15 -0.01 1.81
4 N 0.45 0.72 0.83
5 C 0.06 0.70 -0.59
6 C 1.35 0.76 -1.42
7 H -1.02 -0.60 1.48
8 H 1.41 0.95 1.02
9 H -0.45 1.66 -0.72
10 H -0.62 -0.08 -0.93
11 H 2.00 1.61 -1.25
12 H 1.10 0.67 -2.48
13 H 1.92 -0.13 -1.14
14 O -2.45 -1.82 -1.10
15 H -1.91 -1.39 -0.42
16 H -1.88 -2.33 -1.69

***

No. 6
This record from OMol25 describes 2 unconnected molecules or ions with the total composition C3H10N2O in a non-equilibrium geometry. The level of theory is ωB97M-V/def2-TZVPD.

Its energy above the lowest of the compared OMol25 structures with the same formula, charge and spin is 3.3 kcal per mole. Its strongest force on any atom is 2.3 eV/Å. The net charge is +1. As for the spin multiplicity: 2. Its frontier orbital gap (alpha / beta) is 10.091 / 7.381 eV. The calculation puts the HOMO energy (alpha / beta) at -13.44 / -13.67 eV.

Geometry (Å):
1 C 0.71 -2.53 0.58
2 C 0.15 -1.17 0.75
3 C 0.50 -0.35 1.84
4 N -0.05 0.80 2.16
5 N -0.96 -0.92 0.02
6 H 1.36 -2.79 1.42
7 H -0.08 -3.28 0.61
8 H 1.31 -2.59 -0.33
9 H 1.12 -0.80 2.60
10 H 0.39 1.31 2.91
11 H -0.66 1.29 1.51
12 H -0.81 -1.27 -0.93
13 H -1.16 0.08 -0.05
14 H -0.67 4.54 -4.99
15 H -0.85 3.48 -3.92
16 O -0.29 4.21 -4.18

***

No. 7
This record from OMol25 describes 2 unconnected molecules or ions with the total composition C3H10N2O2 in a non-equilibrium geometry. The level of theory is ωB97M-V/def2-TZVPD.

Its energy above the lowest of the compared OMol25 structures with the same formula, charge and spin is 36.3 kcal per mole. Its strongest force on any atom is 2.9 eV/Å. As for the spin multiplicity: 1. The structure (SMILES) is NCCNC=O.O. Its frontier orbital gap is 10.518 eV. The calculation puts the HOMO energy at -9.68 eV.

Geometry (Å):
1 N -1.41 -1.18 -2.70
2 C -0.74 -0.35 -1.65
3 C 0.40 -1.06 -0.97
4 N 0.83 -0.37 0.24
5 C 0.56 -0.69 1.52
6 O 1.03 -0.04 2.42
7 H -2.40 -1.25 -2.51
8 H -1.07 -2.12 -2.50
9 H -1.53 -0.03 -0.93
10 H -0.51 0.63 -2.09
11 H 0.32 -2.13 -0.74
12 H 1.26 -0.99 -1.67
13 H 1.28 0.51 0.02
14 H -0.19 -1.47 1.65
15 O 0.93 3.66 2.99
16 H 0.83 2.75 3.28
17 H 0.42 4.14 3.65

***

No. 8
This record from OMol25 describes 2 unconnected molecules or ions with the total composition C3H10N2O2. The level of theory is ωB97M-V/def2-TZVPD.

Its energy above the lowest of the compared OMol25 structures with the same formula, charge and spin is 17.7 kcal per mole. Its strongest force on any atom is 0.8 eV/Å. As for the spin multiplicity: 1. The structure (SMILES) is NCCC(N)=O.O. Its frontier orbital gap is 9.890 eV. The calculation puts the HOMO energy at -9.54 eV.

Geometry (Å):
1 N 2.68 -1.22 -0.21
2 C 1.95 -0.03 -0.69
3 C 0.87 0.33 0.31
4 C -0.19 1.25 -0.26
5 N -1.21 1.59 0.58
6 O -0.12 1.70 -1.39
7 H 2.05 -2.02 -0.30
8 H 3.43 -1.42 -0.86
9 H 2.66 0.78 -0.83
10 H 1.51 -0.21 -1.68
11 H 1.30 0.83 1.18
12 H 0.47 -0.61 0.73
13 H -1.82 2.30 0.21
14 H -1.41 1.03 1.39
15 O -4.43 -1.33 0.69
16 H -3.65 -1.22 1.24
17 H -4.07 -1.74 -0.11